Formula: C8H15N2O4
Source: the Open Molecules 2025 dataset
Level of theory: ωB97M-V/def2-TZVPD

Last column: natural (NBO) charge in e.
Positions of all 29 atoms, in Å:
C -3.17108 0.10648 -0.62933  -0.636
C -1.71538 0.46858 -0.02361  0.549
C -1.72274 0.51226 1.49992  -0.673
O -1.34069 1.74751 -0.52118  -0.482
C 0.12101 1.64952 -0.76604  -0.042
C 0.95214 2.13446 0.42406  0.656
O 0.98785 3.26833 0.82522  -0.499
N 1.66807 1.00017 0.81677  -0.664
C 1.63780 -0.11010 -0.12650  0.382
O 2.76380 -0.17888 -1.03178  -0.737
C 1.56273 -1.49251 0.68399  -0.235
N 1.15352 -2.58180 -0.27491  -0.714
C 0.39626 0.15579 -0.97443  0.030
O -0.70401 -0.47737 -0.48763  -0.575
H -3.72685 1.03539 -0.62647  0.243
H -3.78306 -0.61370 -0.06409  0.226
H -2.94790 -0.27797 -1.60906  0.219
H -0.78212 0.51779 1.85990  0.203
H -2.08649 -0.43075 2.01296  0.223
H -2.15159 1.46833 1.82335  0.256
H 0.20532 2.27877 -1.60003  0.243
H 2.49549 1.00498 1.53596  0.436
H 2.82701 0.68264 -1.55159  0.502
H 0.92835 -1.50512 1.49882  0.246
H 2.67694 -1.62873 0.99432  0.254
H 1.70659 -2.60919 -1.17128  0.457
H 0.15947 -2.41146 -0.60362  0.473
H 1.17731 -3.60672 0.03242  0.460
H 0.71225 -0.10668 -1.94611  0.197

HOMO level: -0.48378 Ha
E: -19701.90087 eV
Total charge: +1
SMILES: CC1(C)O[C@H]2C(=O)N[C@@](O)(C[NH3+])[C@H]2O1
HOMO-LUMO gap: 9.483 eV


Formula: C8H15N2OS
Source: the Open Molecules 2025 dataset
Level of theory: ωB97M-V/def2-TZVPD

Last column: natural (NBO) charge in e.
Positions of all 27 atoms, in Å:
C -2.02930 -0.92753 -2.61297  0.223
C -1.71133 -0.24501 -0.36287  0.316
C 2.40423 0.49470 -1.39784  0.085
C 3.80221 -0.01812 -1.62015  -0.700
C 2.28409 1.98919 -1.40920  -0.699
C -2.56482 0.76206 1.68009  -0.575
C -2.54023 -1.79403 1.43312  -0.617
C -1.86418 -0.49691 1.09588  -0.337
N -1.62337 -0.43462 -3.58058  0.293
N -2.20698 -1.03948 -1.34454  -0.520
O -1.34827 -0.18058 -4.67054  -0.266
S 1.05833 -0.44868 -1.26667  -0.091
H -1.02303 0.55283 -0.78084  0.279
H 3.88930 -0.87659 -0.96749  0.243
H 4.53193 0.62914 -1.28187  0.232
H 4.10026 -0.20984 -2.59710  0.268
H 3.21962 2.51694 -1.58779  0.245
H 2.12953 2.12471 -0.32881  0.257
H 1.38390 2.31440 -1.82685  0.245
H -3.51764 0.91491 1.02458  0.211
H -1.92336 1.59716 1.65910  0.226
H -2.80136 0.58353 2.72943  0.248
H -3.55995 -1.59043 1.16618  0.216
H -2.42483 -2.24178 2.42862  0.268
H -2.12730 -2.58549 0.72381  0.203
H -0.87800 -0.33317 1.59520  0.281
H -2.72685 -1.95394 -1.19002  0.466

HOMO level: -0.45283 Ha
E: -24389.68289 eV
Total charge: +1
HOMO-LUMO gap: 7.228 eV


Formula: C8H15N3
Source: the Open Molecules 2025 dataset
Level of theory: ωB97M-V/def2-TZVPD

Last column: natural (NBO) charge in e.
Positions of all 26 atoms, in Å:
C -0.70839 2.47603 -0.61029  -0.433
C -1.00251 1.28656 -0.32445  0.495
N -1.60246 0.19380 -0.03019  -0.355
C -3.01103 0.29620 0.34075  -0.419
C -0.89151 -1.07091 0.13027  0.271
C -1.53784 -2.27097 0.12320  -0.294
N 0.61718 -0.97106 0.30782  -0.247
C 1.34270 -0.75355 -0.99048  -0.253
C 2.47988 0.27234 -0.56561  -0.424
C 2.26990 0.53631 0.89881  -0.246
N 0.88322 0.20069 1.09849  -0.429
H -0.77928 2.96999 -1.64424  0.341
H -0.07303 3.10000 0.07475  0.323
H -3.39688 -0.57488 0.92048  0.264
H -3.22754 1.10877 0.91850  0.252
H -3.49886 0.45917 -0.66671  0.252
H -0.89918 -3.08822 0.07916  0.236
H -2.57890 -2.56499 -0.27674  0.299
H 1.13731 -1.77978 0.47547  0.454
H 0.71983 -0.31748 -1.79474  0.251
H 1.79985 -1.78330 -1.40617  0.278
H 3.42236 -0.36313 -0.68549  0.258
H 2.57944 1.05331 -1.16651  0.245
H 2.84781 -0.08887 1.47804  0.210
H 2.36318 1.61958 1.23704  0.261
H 0.74476 0.05442 2.07884  0.410

HOMO level: -0.67446 Ha
E: -12986.95438 eV
Total charge: +2
SMILES: C=C=[N+](C)C(=C)[N@H+]1CCCN1
HOMO-LUMO gap: 9.892 eV


Formula: C8H15N3O
Source: the Open Molecules 2025 dataset
Level of theory: ωB97M-V/def2-TZVPD

Last column: natural (NBO) charge in e.
Positions of all 27 atoms, in Å:
C -2.88167 0.04168 1.10747  0.147
C -2.35996 -0.70582 -0.88892  0.158
C 1.33223 -0.43528 -1.15984  -0.593
C 1.40146 -1.91280 0.94119  -0.614
C -0.01144 0.62980 1.68241  -0.685
C -1.02342 1.92920 -1.50658  -0.079
C 0.45634 -1.17979 -0.11653  -0.281
C -0.48741 -0.25292 0.56450  0.282
N -3.94901 0.02172 0.37764  -0.288
N -3.59177 -0.40393 -0.83569  -0.304
N -1.82124 -0.46408 0.37679  -0.411
O -1.69419 2.75201 -0.59311  -0.695
H -2.74829 0.26357 2.12671  0.205
H -1.65522 -0.99606 -1.74028  0.219
H 1.74154 0.55102 -0.71814  0.213
H 2.10290 -1.11664 -1.48833  0.208
H 0.67934 -0.32912 -2.02152  0.208
H 2.16011 -1.34731 1.48078  0.206
H 0.97100 -2.48246 1.75301  0.216
H 1.94359 -2.57876 0.25743  0.208
H 1.12761 0.43119 1.67610  0.223
H -0.40705 0.40826 2.64563  0.217
H -0.19444 1.60117 1.33075  0.241
H 0.04621 2.09633 -1.50497  0.150
H -1.50830 1.83592 -2.43151  0.143
H 0.00800 -1.97046 -0.62963  0.211
H -2.69114 2.60092 -0.73385  0.493

HOMO level (spin up / spin down): -0.25700 / -0.29020 Ha
E: -15051.98875 eV
Total charge: 0
HOMO-LUMO gap (spin up / spin down): 7.602 / 8.313 eV


Formula: C8H15N3O
Source: the Open Molecules 2025 dataset
Level of theory: ωB97M-V/def2-TZVPD

Last column: natural (NBO) charge in e.
Positions of all 27 atoms, in Å:
C -3.49302 -0.63106 -0.78909  0.185
C -2.80154 -0.57022 1.13099  0.143
C 3.09442 -1.01491 -1.22150  -0.614
C 0.70991 -0.64670 1.44491  -0.624
C 0.03681 2.30884 0.63729  -0.721
C 1.53376 -0.90883 -1.00952  -0.394
C 1.25752 0.04539 0.18694  -0.342
C 0.27771 1.21335 -0.32064  0.660
N -3.64072 -1.24121 0.30579  -0.475
N -2.49929 0.25018 -0.70808  -0.352
N -2.09907 0.40239 0.57297  -0.309
O -0.02982 1.26195 -1.48782  -0.604
H -3.77698 -0.93034 -1.76016  0.199
H -2.66078 -0.83829 2.20438  0.202
H 3.40841 0.02097 -1.17070  0.200
H 3.32940 -1.57099 -0.35233  0.199
H 3.40317 -1.69338 -2.06627  0.217
H 1.18205 -0.36390 2.39792  0.209
H -0.26406 -0.31557 1.67395  0.227
H 0.70503 -1.70717 1.36606  0.213
H -0.97381 2.62749 0.72672  0.250
H 0.75482 3.17959 0.23706  0.236
H 0.46117 2.14677 1.61907  0.224
H 0.93746 -0.52502 -1.84957  0.236
H 1.23001 -1.90905 -0.64152  0.188
H 2.24802 0.44222 0.27837  0.219
H -2.33058 0.96749 -1.40521  0.428

HOMO level: -0.34950 Ha
E: -15055.26283 eV
Total charge: 0
HOMO-LUMO gap: 10.402 eV


Formula: C8H15N3O
Source: the Open Molecules 2025 dataset
Level of theory: ωB97M-V/def2-TZVPD

Last column: natural (NBO) charge in e.
Positions of all 27 atoms, in Å:
C 1.95946 -1.43444 1.26087  -0.598
C 0.93364 -0.35458 0.95805  -0.174
C 0.19669 0.09826 2.21141  -0.618
C 1.81753 0.70979 0.20098  -0.605
C -0.05819 -0.86540 -0.05025  0.468
O -0.14497 -0.47423 -1.19438  -0.576
H 2.70693 -1.20014 1.98569  0.221
H 2.46266 -1.97474 0.45994  0.223
H 1.31663 -2.30894 1.72519  0.188
H 0.93543 0.64137 2.73439  0.211
H 0.14400 -0.78101 2.71613  0.205
H -0.79045 0.70931 1.98473  0.270
H 1.05267 1.49753 -0.09259  0.229
H 2.44013 1.08247 1.06348  0.199
H 2.36688 0.40409 -0.63101  0.213
H -0.83863 -1.73319 0.15761  0.118
C -2.60708 0.59912 -3.01639  -0.385
N -2.16310 1.12205 -1.71262  -0.330
C -2.84920 0.82189 -0.60034  0.158
N -2.31386 1.40432 0.46063  -0.318
N -1.23252 2.11255 -0.00184  -0.298
C -1.17096 1.98999 -1.29200  0.156
H -1.88015 0.08998 -3.46913  0.215
H -3.30919 -0.14453 -2.89415  0.212
H -2.90450 1.48985 -3.54872  0.209
H -3.68191 0.22762 -0.72314  0.193
H -0.42650 2.48738 -1.76431  0.212

HOMO level: -0.34654 Ha
E: -15054.24871 eV
Total charge: 0
SMILES: CC(C)(C)C=O.Cn1cnnc1
HOMO-LUMO gap: 10.206 eV


Formula: C8H15N3O
Source: the Open Molecules 2025 dataset
Level of theory: ωB97M-V/def2-TZVPD

Last column: natural (NBO) charge in e.
Positions of all 27 atoms, in Å:
C 0.22473 -3.10188 0.10267  -0.353
C 0.70761 -2.78493 1.40556  0.381
C -0.35405 2.06798 1.10201  -0.410
C -1.64548 1.66783 0.56299  -0.438
C 0.69629 1.94203 -0.04888  -0.422
C -1.55673 0.22233 0.11500  -0.223
C 0.74203 0.46992 -0.57556  -0.044
C 1.85647 0.38355 -1.64631  -0.610
N -1.98743 -3.74709 -0.29358  0.055
N -0.92962 -3.45174 -0.07423  0.123
N -0.54652 0.08005 -1.03637  -0.645
O 0.08787 -2.81034 2.45227  -0.557
H 0.89216 -3.03009 -0.68058  0.243
H 1.84725 -2.46940 1.37952  0.109
H -0.34311 3.12116 1.54101  0.205
H -0.19424 1.49300 1.93377  0.207
H -2.53189 1.81606 1.28095  0.210
H -2.17867 2.17880 -0.20222  0.213
H 0.44036 2.69036 -0.80193  0.200
H 1.72541 2.39811 0.14869  0.206
H -1.15050 -0.55946 0.81716  0.194
H -2.45337 -0.17782 -0.28032  0.202
H 1.00411 -0.18950 0.28052  0.176
H 2.27193 1.35543 -1.66636  0.204
H 1.53756 0.11585 -2.59104  0.209
H 2.64556 -0.20497 -1.34718  0.208
H -0.80774 0.52478 -1.87756  0.354

HOMO level: -0.31263 Ha
E: -15053.51398 eV
Total charge: 0
HOMO-LUMO gap: 8.852 eV


Formula: C8H15N3O
Source: the Open Molecules 2025 dataset
Level of theory: ωB97M-V/def2-TZVPD

Last column: natural (NBO) charge in e.
Positions of all 27 atoms, in Å:
C -0.11769 0.10045 -0.08705  0.460
C -3.59665 0.16030 -0.04586  0.868
C -0.74419 1.59383 -0.44512  -0.282
C 1.99864 -1.21319 0.13513  -0.612
C 1.60538 0.93393 1.44686  -0.628
C 2.18277 1.05607 -0.91962  -0.630
C -1.10440 -2.19264 -0.21675  -0.471
C 1.46854 0.24999 0.17738  -0.006
N -1.88712 1.67832 0.35617  0.010
N -2.88605 1.08733 -0.07887  -0.140
N -0.94976 -0.81086 -0.06833  -0.244
O -4.48721 -0.63546 -0.21508  -0.548
H -0.11037 2.34186 0.02395  0.306
H -1.14515 1.40607 -1.44172  0.282
H 1.82665 -1.67737 1.01644  0.222
H 1.67440 -1.85866 -0.75050  0.235
H 3.05278 -1.19021 -0.03321  0.271
H 1.11548 1.78785 1.54612  0.220
H 2.65614 1.15925 1.38839  0.270
H 1.38102 0.32060 2.34862  0.246
H 3.04648 1.66497 -0.47462  0.270
H 1.42719 1.77366 -1.33599  0.213
H 2.58681 0.52156 -1.79063  0.262
H -1.90983 -2.44049 0.48154  0.244
H -0.18316 -2.79956 0.05568  0.286
H -1.44923 -2.46670 -1.22445  0.273
H -5.45145 -0.55090 0.15154  0.622

HOMO level (spin up / spin down): -0.67119 / -0.67837 Ha
E: -15031.73757 eV
Total charge: +2
HOMO-LUMO gap (spin up / spin down): 7.609 / 7.314 eV